1.
Molecular formula: C21H28N2NiO2S2Se2
Method: DFT, ωB97M-V with the def2-TZVPD basis set

Each line ends with the Löwdin spin population.
CARTESIAN COORDINATES (ANGSTROEM)
Ni  0.0030  -0.3419  -0.2015  1.60
C  2.7185  -2.1324  -0.4141  0.00
N  1.9824  -1.6889  0.7764  0.02
C  2.7556  -0.7584  1.6013  0.00
C  2.8456  0.6304  1.0071  0.00
N  1.5287  1.2813  0.8314  0.01
C  0.9306  1.5016  2.1514  0.00
C  1.6846  2.4966  0.0444  0.00
C  1.4811  3.7423  0.6412  0.00
C  1.6130  4.9310  -0.0630  0.00
C  1.9580  4.8772  -1.4053  0.00
C  2.1608  3.6484  -2.0099  0.00
C  2.0390  2.4187  -1.3306  0.00
S  2.2242  0.9311  -2.2201  0.03
C  1.5345  -2.8253  1.5521  0.00
C  2.4674  -3.5866  2.2496  0.00
C  2.0926  -4.6873  3.0061  0.00
C  0.7436  -5.0293  3.0465  0.00
C  -0.1892  -4.2821  2.3487  0.00
C  0.1680  -3.1539  1.5760  0.01
S  -1.0419  -2.2633  0.7055  0.06
H  3.6579  -2.6335  -0.1330  0.00
H  2.9311  -1.2774  -1.0529  0.00
H  2.0921  -2.8313  -0.9671  0.00
H  3.7863  -1.1166  1.7539  0.00
H  2.2842  -0.7330  2.5825  0.00
H  3.3227  0.5901  0.0301  0.00
H  3.4670  1.2445  1.6745  0.00
H  0.6654  0.5434  2.5930  0.00
H  1.6249  2.0307  2.8213  0.00
H  0.0080  2.0635  2.0662  0.00
H  1.1979  3.8101  1.6807  0.00
H  1.4256  5.8752  0.4338  0.00
H  2.0491  5.7894  -1.9859  0.00
H  2.4003  3.5926  -3.0644  0.00
H  3.5154  -3.3096  2.2012  0.00
H  2.8340  -5.2648  3.5459  0.00
H  0.4184  -5.8869  3.6277  0.00
H  -1.2399  -4.5474  2.3819  0.00
O  -3.9839  2.5155  -1.8343  0.00
C  -3.2327  1.4671  -2.4836  0.00
C  -3.5006  0.1011  -1.8511  0.00
C  -4.9241  -0.3373  -2.2253  0.00
O  -5.9510  0.5646  -1.8035  0.00
C  -3.4077  0.1570  -0.3161  0.01
Se  -1.9641  1.2390  0.4660  0.10
C  -2.5531  -0.9514  -2.4510  0.01
Se  -0.6193  -0.5464  -2.4922  0.12
H  -3.5048  2.6472  -0.9961  0.00
H  -2.1676  1.6834  -2.4374  0.00
H  -3.5419  1.4557  -3.5335  0.00
H  -5.1409  -1.3110  -1.7746  0.00
H  -4.9657  -0.4602  -3.3160  0.00
H  -5.5352  1.4405  -1.7540  0.00
H  -3.3023  -0.8602  0.0667  0.00
H  -4.3357  0.5562  0.0862  0.00
H  -2.8097  -1.1081  -3.5028  0.00
H  -2.6999  -1.9008  -1.9300  0.00

Atomic forces in eV per Å
-0.33 0.33 0.18
-0.06 0.03 0.09
-0.05 0.03 0.03
-0.07 -0.12 -0.13
-0.23 0.11 -0.16
0.23 0.04 0.04
0.01 -0.08 -0.15
-0.05 0.04 0.15
0.08 -0.10 -0.05
0.00 -0.02 -0.03
0.02 -0.12 -0.02
0.03 0.01 0.07
-0.20 -0.10 -0.05
0.32 0.20 0.37
0.10 0.05 -0.06
-0.04 -0.02 0.05
-0.03 0.02 -0.04
-0.07 0.05 -0.05
0.03 0.06 -0.03
0.00 -0.10 -0.01
0.07 -0.06 0.19
0.03 -0.04 0.01
-0.01 0.03 -0.04
-0.02 0.03 -0.03
0.05 -0.03 -0.01
0.02 0.01 0.06
0.02 0.02 -0.09
0.05 0.08 0.04
0.00 -0.03 0.01
0.01 -0.01 0.06
-0.05 0.06 -0.05
-0.02 -0.06 0.04
0.00 0.02 0.00
0.01 -0.01 -0.02
0.01 0.01 -0.01
-0.01 0.02 -0.02
-0.01 0.00 0.00
-0.01 0.02 -0.01
0.03 -0.01 0.02
0.07 -0.07 -0.14
-0.09 0.06 0.08
0.06 -0.02 0.00
-0.11 0.07 0.10
0.00 -0.18 -0.10
0.11 -0.14 0.00
0.26 -0.12 -0.10
0.12 -0.11 0.10
-0.16 -0.06 -0.33
0.02 0.02 0.05
0.04 0.03 0.01
-0.01 0.04 0.00
-0.01 -0.01 0.03
-0.04 0.01 -0.04
0.08 0.06 0.03
-0.02 0.01 -0.02
-0.05 0.04 0.02
-0.07 -0.02 -0.01
-0.06 0.00 0.01

Computed properties:
relative energy (zero: lowest compared OMol25 entry of this formula, charge and spin): 16.0 kcal/mol
largest force on an atom: 0.5 eV/Å
gap between HOMO and LUMO (spin up / spin down): 5.4443 / 5.4409 eV
LUMO level (spin up / spin down): 4.675 / 4.672 eV
net charge: -2
multiplicity: 3


2.
Molecular formula: C21H28N2O2S2
Method: DFT, ωB97M-V with the def2-TZVPD basis set

Each line ends with the Löwdin charge.
CARTESIAN COORDINATES (ANGSTROEM)
C  0.0238  2.0637  -2.8039  -0.07
C  -1.3074  2.0601  -2.0647  -0.16
C  -1.2385  1.4939  -0.6344  -0.37
C  -2.6598  1.4445  -0.0503  -0.01
C  -0.4701  2.4715  0.2944  -0.46
O  -0.1777  3.5926  -0.0506  0.09
N  -0.3838  2.0310  1.5717  0.11
C  0.3867  2.7289  2.5692  -0.31
C  -0.3334  2.8388  3.9143  -0.14
C  0.7898  3.2350  4.8691  -0.19
C  2.0437  2.5089  4.3459  -0.18
C  1.6956  2.0167  2.9337  -0.13
N  -0.5965  0.1712  -0.6231  0.00
C  -1.3734  -0.9787  -1.0443  -0.15
C  -1.5619  -1.9906  0.0446  -0.50
C  -1.7153  -3.3361  -0.0821  -0.14
C  -1.8836  -3.9947  1.1583  -0.18
C  -1.8485  -3.1426  2.2108  -0.40
S  -1.6177  -1.5124  1.7126  1.06
C  0.7495  0.1009  -0.4681  -0.44
O  1.4354  1.0724  -0.2221  0.09
C  1.4017  -1.2781  -0.5958  -0.09
C  1.6719  -1.5836  -2.0311  -0.52
C  2.3708  -0.8326  -2.9235  -0.13
C  2.4406  -1.4185  -4.2085  -0.18
C  1.7961  -2.6086  -4.2783  -0.41
S  1.0879  -3.0454  -2.7714  1.03
H  0.3758  1.0506  -2.9905  0.06
H  0.7697  2.5925  -2.2187  0.08
H  -0.0909  2.5655  -3.7620  0.08
H  -2.0412  1.4876  -2.6400  0.11
H  -1.6643  3.0871  -1.9798  0.12
H  -3.3838  1.0640  -0.7687  0.08
H  -2.6994  0.8361  0.8493  0.05
H  -2.9605  2.4566  0.2101  0.10
H  -0.5460  1.0518  1.7546  0.09
H  0.5899  3.7222  2.1612  0.16
H  -1.1463  3.5621  3.8970  0.11
H  -0.7414  1.8624  4.1845  0.11
H  0.5639  2.9700  5.9012  0.10
H  0.9387  4.3142  4.8246  0.11
H  2.8965  3.1859  4.3260  0.10
H  2.3057  1.6702  4.9907  0.10
H  2.4756  2.2198  2.2041  0.11
H  1.5175  0.9389  2.9377  0.11
H  -2.3509  -0.6238  -1.3763  0.13
H  -0.9049  -1.4714  -1.9035  0.10
H  -1.6988  -3.8435  -1.0299  0.11
H  -2.0178  -5.0568  1.2551  0.10
H  -1.9431  -3.3591  3.2558  0.06
H  0.7968  -2.0620  -0.1437  0.10
H  2.3518  -1.2097  -0.0578  0.14
H  2.8191  0.1102  -2.6656  0.12
H  2.9507  -0.9684  -5.0409  0.10
H  1.6887  -3.2680  -5.1160  0.06

Atomic forces in eV per Å
-0.12 0.06 0.10
0.27 0.05 0.17
-0.10 0.52 -0.37
0.08 -0.07 -0.08
-0.45 -0.37 0.08
0.08 0.39 -0.19
-0.10 0.04 0.30
-0.01 -0.04 0.16
0.19 0.25 -0.08
-0.13 -0.05 0.11
0.12 -0.03 0.03
0.03 0.15 -0.08
-0.35 0.24 0.14
-0.09 -0.20 -0.13
-0.16 0.02 0.32
0.03 0.33 -0.10
-0.04 -0.08 0.25
0.03 0.30 0.03
0.00 -0.47 -0.41
0.49 -0.65 0.12
0.33 0.06 -0.19
0.10 0.22 0.22
-0.07 -0.46 -0.31
-0.10 -0.08 0.22
-0.02 -0.11 -0.17
-0.22 -0.23 0.22
0.42 0.53 -0.07
0.05 -0.06 -0.06
0.10 0.04 -0.03
0.02 0.00 -0.12
-0.09 -0.01 0.08
-0.13 -0.04 -0.01
-0.03 -0.05 -0.06
-0.08 0.02 0.08
-0.04 0.06 0.01
0.01 0.03 -0.13
-0.02 -0.07 0.09
-0.11 -0.03 -0.03
-0.06 -0.10 0.00
0.01 0.10 0.05
-0.02 0.05 0.05
0.06 -0.04 0.05
0.07 0.02 0.02
0.03 -0.10 -0.06
-0.01 -0.06 -0.05
0.15 0.01 -0.03
-0.15 0.10 0.08
0.02 -0.07 -0.23
-0.02 -0.19 0.06
-0.02 -0.13 0.21
0.07 0.02 0.05
-0.18 0.00 0.02
0.07 0.20 0.09
0.08 0.05 -0.17
0.02 -0.09 -0.23

Computed properties:
largest force on an atom: 0.8 eV/Å
SMILES string: CC[C@](C)(C(=O)NC1CCCC1)N(Cc1cccs1)C(=O)Cc1cccs1
gap between HOMO and LUMO: 9.2877 eV
LUMO level: 0.424 eV
net charge: 0


3.
Molecular formula: C21H28N2O3
Method: DFT, ωB97M-V with the def2-TZVPD basis set

Each line ends with the Löwdin charge.
CARTESIAN COORDINATES (ANGSTROEM)
C  -4.6161  -2.9985  -0.8148  -0.05
C  -4.4836  -1.6245  -0.2304  -0.28
C  -5.3420  -1.2057  0.7827  -0.06
C  -5.2220  0.0625  1.3127  -0.08
C  -4.2488  0.9385  0.8574  -0.02
C  -3.3845  0.5300  -0.1494  -0.27
O  -2.3793  1.2871  -0.6759  -0.05
C  -2.1830  2.5956  -0.1820  -0.19
C  -0.9433  3.1644  -0.8698  -0.06
C  0.3216  2.7217  -0.1437  -0.49
O  0.4460  2.8396  1.0579  0.06
N  1.3074  2.2690  -0.9468  0.08
C  2.5594  1.7782  -0.4267  -0.12
C  2.7481  0.2759  -0.7119  -0.23
C  3.9757  -0.2417  -0.0182  -0.24
C  4.4176  -0.1429  1.2698  -0.02
C  5.6152  -0.8968  1.3385  -0.06
C  5.8116  -1.3995  0.0915  -0.12
O  4.8259  -1.0108  -0.7356  0.05
N  1.5312  -0.4668  -0.4125  -0.12
C  1.5285  -1.8031  -0.9785  -0.19
C  0.1095  -2.3630  -0.9478  -0.18
C  -0.4003  -2.4157  0.4873  -0.20
C  -0.2806  -1.0268  1.1019  -0.16
C  1.1526  -0.5160  0.9894  -0.18
C  -3.5175  -0.7497  -0.6893  0.02
H  -5.5353  -3.0728  -1.3955  0.08
H  -4.6619  -3.7460  -0.0246  0.08
H  -3.7770  -3.2272  -1.4668  0.07
H  -6.1024  -1.8782  1.1514  0.11
H  -5.8918  0.3836  2.0970  0.10
H  -4.1752  1.9216  1.2939  0.10
H  -2.0134  2.5852  0.9025  0.13
H  -3.0645  3.2133  -0.4045  0.13
H  -0.9804  4.2541  -0.8190  0.13
H  -0.9367  2.8535  -1.9137  0.12
H  1.0996  2.0477  -1.9071  0.14
H  2.5559  1.9798  0.6450  0.12
H  3.3912  2.3278  -0.8809  0.13
H  2.9158  0.1542  -1.7911  0.15
H  3.9569  0.3983  2.0701  0.11
H  6.2367  -1.0404  2.1983  0.10
H  6.5813  -2.0211  -0.3209  0.12
H  1.8808  -1.7480  -2.0126  0.12
H  2.2035  -2.4821  -0.4267  0.13
H  -0.5332  -1.7043  -1.5334  0.10
H  0.0979  -3.3562  -1.4012  0.11
H  -1.4393  -2.7494  0.5108  0.10
H  0.1994  -3.1264  1.0621  0.11
H  -0.5808  -1.0427  2.1507  0.12
H  -0.9338  -0.3394  0.5670  0.09
H  1.2036  0.4871  1.4105  0.11
H  1.8265  -1.1742  1.5661  0.13
H  -2.8399  -1.0417  -1.4768  0.12

Atomic forces in eV per Å
-0.03 0.03 -0.01
0.07 0.09 0.00
-0.06 0.04 0.08
-0.08 -0.14 -0.01
0.26 0.30 -0.07
-0.10 -0.09 -0.01
0.00 -0.29 -0.08
0.01 0.46 0.07
-0.25 -0.33 0.42
-0.18 0.18 -0.59
-0.10 0.02 0.46
0.33 -0.05 -0.25
0.16 -0.13 0.06
0.02 -0.02 -0.02
-0.27 0.47 0.56
-0.26 0.07 -0.58
0.22 -0.29 -0.43
0.37 -0.04 0.74
-0.14 -0.05 -0.43
0.15 -0.04 -0.15
-0.22 -0.08 -0.26
0.21 -0.21 0.15
-0.11 0.20 -0.14
0.20 -0.14 0.16
-0.27 0.11 0.13
0.05 0.13 0.03
-0.03 -0.07 -0.06
0.01 -0.09 0.01
0.04 -0.07 -0.06
-0.08 -0.08 0.05
-0.05 0.03 0.06
0.04 0.10 0.02
-0.07 0.02 -0.13
0.10 -0.10 0.04
0.05 -0.02 -0.02
-0.03 0.08 -0.06
-0.17 0.07 0.10
0.07 0.01 -0.10
-0.02 -0.09 0.14
0.02 0.01 0.11
-0.18 0.15 0.13
0.18 -0.08 0.13
0.06 -0.07 -0.14
0.06 -0.01 0.05
0.03 0.02 -0.04
-0.03 0.01 -0.11
-0.02 -0.01 -0.05
-0.02 -0.07 0.05
-0.01 -0.07 0.04
-0.03 0.04 0.04
-0.06 0.09 0.02
0.05 0.02 0.06
0.00 0.05 -0.02
0.11 -0.06 -0.11

Computed properties:
relative energy (zero: lowest compared OMol25 entry of this formula, charge and spin): 56.3 kcal/mol
largest force on an atom: 0.8 eV/Å
SMILES string: Cc1cccc(OCCC(=O)NC[C@@H](c2ccco2)N2CCCCC2)c1
gap between HOMO and LUMO: 9.1118 eV
LUMO level: 0.776 eV
net charge: 0


4.
Molecular formula: C21H28N2O5
Method: DFT, ωB97M-V with the def2-TZVPD basis set

Each line ends with the Löwdin charge.
CARTESIAN COORDINATES (ANGSTROEM)
C  1.6863  6.4671  4.4642  -0.08
H  1.2513  7.1338  5.1508  0.05
C  1.5895  5.0413  4.8634  -0.35
C  1.9585  4.0647  3.9576  -0.23
O  0.7789  4.0854  3.0670  -0.02
C  1.1508  3.2558  2.0262  -0.29
C  0.1979  3.2583  1.1764  -0.02
C  0.0455  2.5889  -0.1920  0.08
C  1.1604  1.7543  -0.3862  -0.08
C  2.2019  1.5695  0.5754  0.01
C  2.3401  2.4970  1.5617  0.05
H  3.0230  2.5046  2.3304  0.07
H  2.8912  0.9336  0.4998  0.04
N  1.3139  0.8216  -1.5878  0.09
C  1.4486  -0.4487  -1.4983  -0.25
O  1.9630  -1.1419  -0.3852  -0.02
C  1.3071  -1.1854  -2.7467  -0.26
N  0.2644  -2.0096  -2.8525  -0.11
C  0.4700  -3.3511  -2.6147  -0.28
C  -0.5064  -4.2872  -2.8360  -0.17
H  -0.4793  -5.1839  -2.4720  0.08
C  -1.7498  -3.7227  -2.2442  -0.28
C  -1.8771  -3.9698  -0.8360  -0.28
O  -1.2180  -4.8913  -0.1555  0.03
O  -2.8590  -2.9126  -0.3544  -0.10
C  -2.9002  -3.2691  1.2184  -0.14
C  -4.0433  -4.2868  1.7955  -0.03
H  -4.8556  -3.9258  1.0341  0.12
H  -3.5591  -5.2144  1.4014  0.07
H  -4.0364  -4.3312  2.7670  0.00
H  -3.1310  -2.1659  1.5196  0.13
H  -2.0150  -3.4303  1.6918  0.05
C  -2.1554  -2.3419  -2.7281  -0.10
C  -1.0540  -1.4722  -2.1811  -0.04
H  -1.1656  -0.4280  -2.5399  0.14
H  -0.7639  -1.4676  -1.3656  -0.01
H  -3.2278  -1.8543  -2.2957  0.20
H  -2.0708  -2.4032  -3.7027  0.06
H  -2.7387  -4.3701  -2.6811  0.23
H  -0.5316  -4.2214  -3.9571  0.17
H  1.4960  -3.8355  -2.8455  0.16
H  0.9112  -3.3274  -1.2840  0.21
C  1.1919  0.2040  -3.6662  0.04
C  0.9306  1.2877  -2.6443  -0.39
O  0.6509  2.5659  -3.0832  -0.03
H  0.2098  -0.0891  -4.4459  0.20
H  1.9869  0.2428  -4.3081  0.07
H  2.1558  -1.8290  -3.1009  0.18
H  -0.7245  2.6007  -0.9835  0.12
H  -0.6150  4.0719  1.1804  0.15
H  2.0926  3.1288  4.3570  0.11
H  2.9458  4.4038  3.4474  0.17
H  2.2003  4.9634  5.6906  0.09
H  0.6325  4.7648  5.4461  0.17
H  0.9901  6.4456  3.6447  0.06
H  2.8408  6.7120  4.1079  0.15

Atomic forces in eV per Å
1.91 -0.42 -2.71
0.12 0.92 1.16
-1.85 1.83 5.83
0.27 1.49 -3.91
4.42 -1.92 -0.05
2.18 -0.38 -0.48
-8.12 1.13 -8.88
3.68 -1.21 2.51
0.01 -1.48 0.63
-5.28 6.53 -0.31
-3.62 0.96 2.79
2.44 -0.68 0.92
5.32 -5.15 -1.20
-0.32 4.07 10.80
5.96 -9.54 8.20
-3.43 4.52 -5.79
2.81 3.37 -3.24
-5.60 -0.21 -2.02
8.96 0.00 7.36
-4.21 3.72 -4.38
1.41 -5.27 1.80
-5.50 -2.33 -2.78
1.25 -1.69 4.40
-4.43 5.46 -3.29
3.20 -6.07 3.84
-4.58 4.62 -0.14
2.41 1.42 -10.59
0.46 -1.28 2.46
-1.12 0.12 0.37
-0.77 0.43 5.32
-0.03 -1.95 -0.12
3.06 -0.91 0.13
-1.70 1.80 7.14
-1.67 0.80 -16.10
0.07 -0.45 0.12
3.24 -0.31 14.79
2.87 -1.94 -1.56
-0.08 0.40 -5.03
2.43 0.99 1.22
-0.87 -0.92 0.50
-1.24 1.62 -0.82
-1.70 -0.64 -2.69
-6.00 -3.98 -1.07
-2.04 8.59 -14.05
1.06 -6.74 3.41
2.69 1.38 2.31
2.23 0.93 -1.27
0.07 1.25 0.94
0.28 0.71 1.07
1.08 -1.43 1.00
0.20 -2.38 0.89
-1.62 -0.67 0.21
2.01 -0.41 2.08
0.70 0.57 -1.53
0.15 1.04 -1.14
-3.17 -0.29 0.94

Computed properties:
relative energy (zero: lowest compared OMol25 entry of this formula, charge and spin): 428.5 kcal/mol
largest force on an atom: 16.6 eV/Å
gap between HOMO and LUMO: 7.7963 eV
LUMO level: -0.224 eV
net charge: 0


- Which value of net charge does entry 4 give?
  0